Density functional theory data (ωB97M-V/def2-TZVPD) for a structure of composition C4H12InO4.

Results
Frontier orbital gap in eV: 1.67
Net charge: +3
HOMO level in eV: -19.151
E_LUMO in eV: -17.48
Molecular weight in g/mol: 238.954
Total energy in eV: -17666.8928
ΔE to the lowest compared entry with this formula, charge and spin in kcal/mol: 58.7

Last column: natural (NBO) charge in e.
Atoms and positions in Å:
In  -2.19  -1.75  0.04  0.998
C  -2.07  3.93  -0.78  -0.115
C  -3.56  3.76  -0.36  -0.130
O  -3.82  2.64  0.43  -0.470
O  -1.59  2.78  -1.45  -0.495
H  -1.52  3.95  0.16  0.303
H  -1.84  4.83  -1.34  0.277
H  -4.32  3.67  -1.14  0.335
H  -3.88  4.69  0.10  0.284
H  -4.70  2.81  0.77  0.519
H  -0.64  2.88  -1.60  0.512
C  3.50  -2.92  -0.03  -0.111
C  3.05  -4.00  0.99  -0.096
O  1.89  -3.44  1.77  -0.481
O  2.37  -2.26  -0.66  -0.479
H  3.94  -3.57  -0.79  0.242
H  4.08  -2.27  0.62  0.314
H  3.80  -4.21  1.75  0.262
H  2.93  -4.98  0.54  0.309
H  1.93  -4.02  2.53  0.513
H  2.64  -2.52  -1.54  0.510